1.
The molecule C7H15N2PS in a non-equilibrium geometry. Source: OMol25; level of theory: ωB97M-V/def2-TZVPD.

Output
HOMO = -8.66 eV
charge = 0
frontier orbital gap = 9.48 eV
LUMO level = 0.8 eV
SMILES string = CC[C@@H]1C=C[P@@](=S)(NC)N1C
relative energy (zero: lowest compared OMol25 entry of this formula, charge and spin) = 180.9 kJ/mol

The geometry in XYZ format:
```
26
Properties=species:S:1:pos:R:3:lowdin_charge:R:1
C -1.20431 -0.85497 1.47590 -0.220
C -0.04405 -0.60832 2.00905 -0.049
C -1.36309 -0.67282 0.03307 -0.427
C -2.20108 1.63733 0.66026 -0.090
C -0.06989 0.11736 -1.93399 -0.141
C 3.75454 -0.62120 -0.25422 -0.219
C -2.59822 0.32732 -0.12254 -0.171
N -0.14987 -0.36093 -0.59199 -0.321
N 2.34155 -0.95237 -0.20610 -0.243
P 1.16037 0.11162 0.36797 0.341
S 1.81474 1.87822 0.41253 0.291
H -1.95195 -1.38307 1.96019 0.098
H 0.18109 -0.50509 3.10345 0.077
H -1.92228 -1.57720 -0.41932 0.163
H -1.25270 1.88807 0.31339 0.001
H -2.12153 1.32793 1.69895 0.056
H -2.90523 2.57808 0.47777 0.116
H 0.68119 -0.47651 -2.47233 0.071
H -1.05471 -0.11923 -2.47076 0.105
H 0.21541 1.26437 -1.94506 0.097
H 4.22586 -0.22697 -1.21718 0.089
H 3.90235 0.16927 0.49976 0.021
H 4.46989 -1.45236 0.05824 0.088
H -2.51575 0.62368 -1.16930 0.075
H -3.54636 -0.19376 0.08891 0.112
H 2.15401 -1.91844 -0.35664 0.081
```

2.
The molecule C3HF3 in a non-equilibrium geometry. Source: OMol25; level of theory: ωB97M-V/def2-TZVPD.

Output
HOMO = -10.62 eV
charge = 0
frontier orbital gap = 11.24 eV
LUMO level = 0.6 eV
SMILES string = FC1=C(F)C1F
relative energy (zero: lowest compared OMol25 entry of this formula, charge and spin) = 206.6 kJ/mol

The geometry in XYZ format:
```
7
Properties=species:S:1:pos:R:3:lowdin_charge:R:1
C -0.69808 -0.64127 0.14985 -0.053
C -0.46775 0.60352 0.17841 -0.252
C 0.84300 -0.02582 -0.23085 -0.096
F -1.49252 -1.68976 0.35824 0.105
F -1.01368 1.73861 0.45271 0.146
F 1.29974 -0.01251 -1.50418 0.030
H 1.52928 0.02723 0.59583 0.121
```